# C8H5ClN2

A single C8H5ClN2 molecule (ωB97M-V/def2-TZVPD, OMol25).

```
16
Properties=species:S:1:pos:R:3:forces:R:3:nbo_charge:R:1
C 3.0241 -0.9190 -0.0012 0.44 -0.29 -0.25 0.260
C 0.7539 -1.6874 0.2527 -2.39 2.97 -0.13 0.128
C 1.6722 -0.5885 0.0369 -0.08 2.07 -0.30 -0.306
C 1.2462 0.6878 -0.0611 -5.22 -0.45 0.88 0.068
C -0.5466 0.8811 0.1587 2.99 -0.51 -0.81 -0.010
C -1.2629 -0.3839 -0.0789 2.39 -0.15 1.42 0.060
C -1.0350 2.0692 0.4519 0.37 -0.61 -0.89 -0.370
C -2.5082 -0.5969 -0.4736 0.79 0.10 -1.55 -0.356
N 4.0525 -1.4066 -0.0575 1.38 -0.29 0.02 -0.272
N -0.5024 -1.5243 0.2330 -0.70 -1.71 -0.04 -0.389
Cl 2.0651 2.1339 -0.2481 0.52 -0.07 -0.04 0.117
H 1.1091 -2.5910 0.5824 1.07 -2.21 0.48 0.201
H -2.0311 2.3989 0.5091 -1.54 -0.61 0.39 0.216
H -0.4410 2.9093 0.3597 1.73 1.50 0.28 0.205
H -2.6381 -1.6628 -0.7315 -0.93 0.79 0.35 0.238
H -2.9577 0.2802 -0.9324 -0.82 -0.53 0.20 0.211
```
Positions in Å, forces in eV/Å.

highest occupied orbital energy: -0.334 Ha
Kohn-Sham gap: 8.02 eV
2S+1: 1
maximum force: 5.315 eV/Å
energy relative to the best compared isomer or geometry (same formula, charge and spin): 96.3 kcal/mol
SMILES string: C=c1ncc(C#N)c(Cl)c1=C

=====

# C4H6N2O

2 unconnected molecules or ions with the total composition C4H6N2O (ωB97M-V/def2-TZVPD, OMol25).

```
13
Properties=species:S:1:pos:R:3:forces:R:3:nbo_charge:R:1
C 1.0359 -0.4164 1.6919 -0.07 0.14 0.20 -0.265
O 1.2845 -1.1733 0.4962 -0.04 -0.07 -0.17 -0.477
C 0.2652 -1.3541 -0.3116 -0.49 0.09 0.09 0.429
N -0.9307 -1.1252 -0.1830 0.30 -0.06 -0.12 -0.132
N -2.0693 -0.7124 -0.4943 0.14 -0.23 0.15 -0.455
C -0.4658 1.4357 -1.8458 0.50 0.28 0.13 -0.231
C 0.5700 2.0225 -1.6675 -0.46 -0.23 -0.13 -0.272
H 1.9895 -0.3616 2.2184 -0.16 0.01 -0.08 0.203
H 0.6810 0.5849 1.4314 0.04 -0.13 0.03 0.197
H 0.2933 -0.9344 2.3081 0.08 0.07 -0.09 0.185
H -2.7555 -1.4052 -0.1768 0.08 0.06 0.01 0.329
H -1.3845 0.8870 -1.9356 0.20 0.15 0.02 0.255
H 1.4863 2.5523 -1.5315 -0.13 -0.08 -0.03 0.234
```
Positions in Å, forces in eV/Å.

highest occupied orbital energy (spin up / spin down): -0.330 / -0.330 Ha
Kohn-Sham gap (spin up / spin down): 9.29 / 9.29 eV
2S+1: 1
maximum force: 0.591 eV/Å
energy relative to the best compared isomer or geometry (same formula, charge and spin): 152.6 kcal/mol

=====

# CH5Cl2N2PS

A single CH5Cl2N2PS molecule (ωB97M-V/def2-TZVPD, OMol25).

```
12
Properties=species:S:1:pos:R:3:forces:R:3:nbo_charge:R:1
C 1.7029 0.4469 -0.5324 -2.42 -2.64 -3.12 -0.414
N -1.2244 -1.5436 -0.2735 0.56 -0.29 -0.81 -1.185
N 1.1308 -0.1772 0.6366 -2.25 0.40 -0.26 -0.992
P -0.4047 -0.4025 0.6487 -0.40 1.00 -2.27 1.689
S -1.8979 1.2156 0.1297 1.28 -1.11 0.06 -0.114
Cl -0.8821 -0.8541 2.4100 -0.89 -0.90 2.99 -0.183
Cl -0.7162 2.5914 0.9490 0.21 1.28 0.47 -0.151
H 1.2244 1.3580 -0.9642 -0.18 -0.73 0.40 0.188
H 2.6104 0.7266 -0.2170 3.77 0.97 0.46 0.197
H 1.7604 -0.4145 -1.3746 0.31 2.25 1.40 0.161
H -1.0805 -1.4221 -1.2789 0.27 -0.12 0.34 0.403
H -2.2231 -1.5245 -0.1336 -0.26 -0.11 0.33 0.400
```
Positions in Å, forces in eV/Å.

highest occupied orbital energy: -0.340 Ha
Kohn-Sham gap: 9.21 eV
2S+1: 1
maximum force: 4.749 eV/Å
energy relative to the best compared isomer or geometry (same formula, charge and spin): 19.8 kcal/mol
SMILES string: CN=[P@@](N)(Cl)SCl

=====

no.,E (hartree)
1,-877.41371
2,-340.55170
3,-1810.53179